Density functional theory data (the ωB97M-V functional and the def2-TZVPD basis) for a structure of composition C34H43BiF2N8STe.

Total charge: 0
Highest occupied orbital energy: -5.627 eV
F_max: 0.0081 Eh/bohr
Multiplicity: 1
Orbital gap: 5.930 eV
E_tot: -2840.05435 Eh

Each line ends with the Löwdin charge.
Atoms and positions in Å:
Bi (1.119, 0.746, -0.055)  1.05
C (-0.931, 2.709, -3.386)  -0.05
C (-1.556, 1.741, -2.412)  -0.20
C (-2.049, 2.189, -1.184)  -0.20
C (-2.046, 3.663, -0.850)  -0.03
C (-2.571, 1.273, -0.266)  -0.21
C (-2.980, 1.738, 1.112)  -0.05
C (-2.678, -0.076, -0.612)  -0.20
C (-3.368, -1.052, 0.308)  -0.06
C (-2.156, -0.528, -1.827)  -0.20
C (-2.165, -2.006, -2.130)  -0.07
C (-1.612, 0.382, -2.735)  -0.20
C (-1.078, -0.091, -4.062)  -0.05
H (-1.613, 2.962, -4.204)  0.09
H (-0.035, 2.283, -3.838)  0.07
H (-0.634, 3.637, -2.905)  0.05
H (-1.096, 3.990, -0.417)  0.07
H (-2.832, 3.910, -0.141)  0.07
H (-2.221, 4.267, -1.738)  0.08
H (-4.021, 2.073, 1.150)  0.09
H (-2.358, 2.565, 1.447)  0.07
H (-2.865, 0.942, 1.845)  0.07
H (-2.647, -1.594, 0.926)  0.02
H (-3.929, -1.791, -0.263)  0.08
H (-4.076, -0.550, 0.964)  0.07
H (-3.104, -2.326, -2.594)  0.09
H (-2.037, -2.590, -1.219)  0.06
H (-1.354, -2.276, -2.801)  0.05
H (-0.020, -0.357, -3.983)  0.06
H (-1.177, 0.674, -4.829)  0.07
H (-1.610, -0.971, -4.419)  0.07
F (2.085, 5.683, -2.555)  0.06
C (1.821, 5.062, -1.381)  -0.27
C (1.724, 3.686, -1.358)  -0.09
C (1.454, 3.025, -0.166)  -0.31
C (1.240, 3.776, 1.007)  -0.15
C (1.342, 5.162, 0.913)  -0.21
F (1.115, 5.950, 1.993)  0.05
C (1.638, 5.835, -0.256)  0.06
C (0.844, 3.075, 2.262)  -0.22
C (0.859, 3.633, 3.541)  0.01
C (0.456, 2.859, 4.614)  -0.05
C (0.052, 1.548, 4.413)  -0.05
C (0.090, 1.052, 3.125)  -0.16
N (0.464, 1.803, 2.095)  -0.08
H (1.811, 3.161, -2.300)  0.08
H (1.699, 6.912, -0.278)  0.13
H (1.193, 4.644, 3.692)  0.11
H (0.472, 3.280, 5.610)  0.11
H (-0.257, 0.913, 5.231)  0.10
H (-0.156, 0.021, 2.900)  0.08
C (4.176, 0.209, -5.250)  -0.06
N (4.269, 0.425, -3.811)  -0.17
C (4.894, 1.685, -3.449)  -0.06
C (3.189, 0.034, -3.027)  -0.43
N (2.658, 0.743, -2.111)  0.03
N (2.813, -1.281, -3.299)  0.14
C (1.859, -2.031, -2.611)  -0.51
N (2.137, -3.389, -2.658)  0.14
N (0.863, -1.497, -2.040)  0.08
H (5.141, 0.443, -5.695)  0.09
H (3.413, 0.845, -5.716)  0.10
H (3.945, -0.825, -5.495)  0.07
H (5.810, 1.793, -4.027)  0.09
H (5.162, 1.680, -2.392)  0.10
H (4.255, 2.555, -3.653)  0.09
H (3.096, 1.654, -2.054)  0.01
H (3.589, -1.820, -3.650)  0.13
H (2.698, -3.739, -3.418)  0.09
H (1.360, -3.984, -2.421)  0.10
H (0.298, -2.207, -1.577)  0.01
Te (3.442, 0.057, 1.241)  -0.21
N (0.534, -4.747, 2.707)  0.10
C (-0.330, -3.738, 2.475)  -0.89
S (-0.023, -2.556, 1.342)  0.61
N (-1.465, -3.713, 3.225)  0.04
C (-1.832, -4.541, 4.310)  -0.25
C (-3.153, -4.968, 4.394)  -0.02
C (-3.567, -5.738, 5.468)  -0.08
C (-2.663, -6.102, 6.457)  -0.09
C (-1.349, -5.671, 6.372)  -0.08
C (-0.929, -4.880, 5.311)  -0.04
H (1.342, -4.788, 2.109)  0.10
H (0.254, -5.571, 3.211)  0.10
H (-2.145, -3.044, 2.897)  0.12
H (-3.850, -4.697, 3.611)  0.11
H (-4.597, -6.061, 5.525)  0.11
H (-2.984, -6.711, 7.290)  0.10
H (-0.640, -5.932, 7.146)  0.11
H (0.085, -4.506, 5.279)  0.12

Force components x, y, z for each atom (eV/Å):
0.4 -0.2 0.1
0.1 0.0 0.0
0.0 0.0 0.0
0.0 0.1 0.0
-0.1 0.1 0.0
0.0 0.0 0.1
0.0 0.0 0.0
0.1 0.0 0.0
-0.1 0.0 0.0
0.0 0.0 0.0
-0.1 -0.1 -0.1
0.0 0.0 0.0
0.0 0.0 -0.1
0.0 0.0 0.0
0.0 0.0 0.0
0.0 0.0 0.0
0.0 0.0 0.0
0.0 0.0 0.0
0.0 0.0 0.0
0.0 0.0 0.0
0.0 0.0 0.0
0.0 0.0 0.0
0.0 0.0 0.0
0.0 0.0 0.0
0.0 0.0 0.0
0.0 0.0 0.0
0.0 0.0 0.1
-0.1 0.0 -0.1
-0.1 0.0 0.0
0.0 0.0 0.0
0.0 0.0 0.0
0.0 -0.1 0.2
0.0 0.1 -0.1
0.0 0.0 0.0
-0.1 0.0 0.0
0.0 0.0 0.2
0.0 0.1 0.1
0.0 -0.1 -0.1
0.0 -0.1 0.0
0.0 0.1 -0.1
0.0 -0.1 -0.1
0.0 0.0 0.0
0.0 0.0 -0.1
0.0 0.1 0.1
0.0 0.0 -0.2
0.0 0.0 0.0
0.0 0.0 0.0
0.0 0.0 0.0
0.0 0.0 0.0
0.0 0.0 0.0
0.0 0.0 0.0
0.0 0.0 -0.1
0.1 0.0 0.1
0.0 0.0 0.0
0.0 -0.2 0.1
-0.3 0.2 -0.2
0.1 0.1 0.0
0.0 -0.1 -0.1
0.0 -0.1 0.0
0.3 -0.1 0.3
0.0 0.0 0.0
0.0 0.0 0.0
0.0 0.0 0.0
0.0 0.0 0.0
0.0 0.0 0.0
0.0 0.0 0.0
0.1 0.0 0.0
0.0 0.1 0.0
0.0 0.0 0.0
0.1 0.0 0.0
0.1 0.1 0.1
0.0 0.0 0.0
0.0 0.0 -0.1
0.0 -0.1 0.1
0.0 0.0 -0.1
0.0 0.1 -0.1
0.0 0.0 -0.1
0.0 0.0 0.0
0.0 0.0 0.0
0.0 0.0 0.0
0.0 0.0 0.0
0.0 0.0 0.1
0.0 0.0 0.0
0.0 0.0 0.0
0.1 0.0 0.1
0.0 0.0 0.0
0.0 0.0 0.0
0.0 0.0 0.0
0.0 0.0 0.0
0.0 0.0 0.0



Density functional theory data (the ωB97M-V functional and the def2-TZVPD basis) for a cluster of 22 separate species, C34H43Cl63F8IO6P2 in total.

Total charge: -1
Highest occupied orbital energy: -4.616 eV
F_max: 0.0703 Eh/bohr
Multiplicity: 1
Orbital gap: 5.777 eV
E_tot: -32544.07788 Eh

Each line ends with the Löwdin charge.
Atoms and positions in Å:
C (8.103, 0.318, 0.806)  -0.14
C (7.321, 1.653, 0.670)  -0.21
C (6.114, 1.380, -0.212)  -0.28
O (5.284, 2.495, -0.436)  -0.20
C (4.444, 2.819, 0.695)  -0.32
P (2.562, 2.851, 0.354)  0.54
C (0.671, 3.208, 0.503)  -0.24
C (-0.281, 2.296, -0.280)  -0.21
O (-0.864, 1.294, 0.581)  -0.12
C (-2.162, 1.570, 0.988)  -0.16
C (-2.916, 0.248, 1.144)  -0.43
F (-3.831, 0.396, 2.111)  0.11
F (-2.079, -0.688, 1.596)  0.15
C (-3.617, -0.233, -0.144)  -0.38
F (-3.369, 0.552, -1.186)  0.18
F (-4.941, -0.222, 0.049)  0.12
C (-3.264, -1.674, -0.569)  -0.38
F (-4.073, -1.954, -1.609)  0.10
F (-3.543, -2.558, 0.371)  0.17
C (-1.801, -1.776, -1.084)  -0.32
F (-1.317, -2.982, -0.817)  0.10
F (-1.785, -1.563, -2.400)  0.12
O (2.397, 1.142, 0.066)  -0.30
C (2.723, 0.754, -1.206)  -0.51
O (3.735, -0.198, -1.378)  -0.01
C (2.766, 1.999, -2.129)  -0.58
P (1.797, 2.024, -3.701)  0.56
O (0.364, 1.235, -3.501)  -0.42
I (3.108, 0.451, -5.104)  0.40
O (2.683, 3.149, -1.348)  -0.30
H (7.847, -0.115, 1.767)  0.07
H (9.160, 0.473, 0.683)  0.02
H (7.724, -0.378, 0.065)  0.05
H (6.965, 1.929, 1.656)  0.10
H (7.942, 2.413, 0.213)  0.10
H (6.430, 0.996, -1.181)  0.12
H (5.515, 0.584, 0.234)  0.11
H (4.650, 2.137, 1.521)  0.07
H (4.780, 3.806, 1.061)  0.01
H (2.483, 2.503, 1.778)  0.01
H (2.688, 4.285, 0.572)  -0.02
H (0.383, 3.134, 1.545)  0.07
H (0.514, 4.244, 0.210)  0.06
H (0.194, 1.764, -1.094)  0.08
H (-1.046, 2.922, -0.742)  0.11
H (-2.727, 2.196, 0.294)  0.11
H (-2.157, 2.081, 1.949)  0.11
H (-1.163, -1.026, -0.620)  0.15
H (1.795, 0.212, -1.528)  0.12
H (3.311, -1.051, -1.245)  0.08
H (3.803, 2.052, -2.503)  0.09
H (0.443, 0.440, -2.949)  0.02
C (-3.231, -5.266, 2.856)  -1.53
Cl (-2.497, -4.737, 4.371)  0.53
Cl (-2.107, -6.259, 1.928)  0.53
Cl (-4.726, -6.154, 3.161)  0.50
H (-3.468, -4.388, 2.270)  0.00
C (-6.799, -2.152, -1.609)  -1.54
Cl (-6.800, -3.630, -0.640)  0.54
Cl (-7.314, -2.493, -3.264)  0.54
Cl (-7.826, -0.920, -0.875)  0.51
H (-5.785, -1.773, -1.642)  -0.04
C (-8.286, -8.155, 2.480)  -1.54
Cl (-7.594, -7.642, 4.018)  0.51
Cl (-7.127, -9.121, 1.567)  0.52
Cl (-9.783, -9.058, 2.740)  0.53
H (-8.521, -7.271, 1.901)  0.01
C (2.539, -2.213, 2.124)  -1.53
Cl (2.485, -0.484, 2.392)  0.61
Cl (1.236, -2.685, 1.022)  0.54
Cl (4.106, -2.710, 1.466)  0.52
H (2.394, -2.720, 3.068)  0.01
C (-8.772, 2.873, -0.152)  -1.53
Cl (-7.053, 2.597, 0.089)  0.51
Cl (-9.084, 3.548, -1.754)  0.53
Cl (-9.637, 1.350, 0.069)  0.49
H (-9.123, 3.580, 0.588)  0.01
C (-9.160, -13.108, 3.594)  -1.56
Cl (-7.634, -13.496, 2.800)  0.52
Cl (-10.488, -14.023, 2.876)  0.52
Cl (-9.058, -13.416, 5.329)  0.52
H (-9.360, -12.053, 3.449)  -0.02
C (11.037, -2.047, -0.573)  -1.54
Cl (11.985, -0.697, -1.205)  0.52
Cl (10.560, -1.746, 1.097)  0.56
Cl (9.625, -2.345, -1.588)  0.53
H (11.658, -2.932, -0.593)  0.01
C (1.186, 4.666, -7.084)  -1.54
Cl (2.787, 4.846, -6.366)  0.52
Cl (1.287, 4.697, -8.851)  0.50
Cl (0.414, 3.187, -6.529)  0.50
H (0.579, 5.504, -6.768)  0.01
C (7.020, 1.184, -6.820)  -1.55
Cl (7.848, 0.289, -5.544)  0.52
Cl (5.921, 0.130, -7.714)  0.46
Cl (6.114, 2.539, -6.159)  0.50
H (7.766, 1.569, -7.503)  0.01
C (4.130, -2.952, -9.271)  -1.57
Cl (5.522, -3.701, -8.478)  0.53
Cl (2.972, -4.185, -9.784)  0.53
Cl (3.365, -1.781, -8.207)  0.45
H (4.484, -2.433, -10.151)  -0.03
C (-5.522, 3.882, 3.469)  -1.53
Cl (-6.371, 5.429, 3.377)  0.51
Cl (-6.640, 2.524, 3.405)  0.53
Cl (-4.351, 3.734, 2.161)  0.59
H (-4.996, 3.840, 4.415)  -0.01
C (7.141, -7.332, -7.527)  -1.55
Cl (8.538, -7.867, -8.463)  0.52
Cl (5.699, -8.243, -7.987)  0.53
Cl (7.450, -7.491, -5.799)  0.53
H (6.966, -6.287, -7.747)  -0.02
C (-6.167, 7.210, 6.998)  -1.53
Cl (-4.914, 6.048, 6.575)  0.53
Cl (-6.893, 6.801, 8.559)  0.53
Cl (-5.516, 8.845, 7.032)  0.52
H (-6.941, 7.165, 6.242)  0.01
C (-1.545, -9.822, 1.135)  -1.58
Cl (-1.048, -9.218, -0.446)  0.52
Cl (-3.301, -9.817, 1.283)  0.50
Cl (-0.894, -11.439, 1.421)  0.52
H (-1.143, -9.158, 1.891)  -0.01
C (5.157, -11.629, -6.172)  -1.57
Cl (6.546, -12.178, -7.110)  0.51
Cl (3.708, -12.541, -6.605)  0.52
Cl (5.481, -11.757, -4.442)  0.52
H (4.984, -10.587, -6.406)  -0.03
C (6.051, 6.761, 0.288)  -1.56
Cl (7.518, 6.385, -0.630)  0.51
Cl (4.701, 5.776, -0.248)  0.64
Cl (6.336, 6.551, 2.023)  0.52
H (5.808, 7.801, 0.108)  -0.11
C (-8.766, 4.865, 11.247)  -1.55
Cl (-7.829, 4.000, 12.471)  0.55
Cl (-9.670, 3.737, 10.239)  0.54
Cl (-9.846, 6.037, 12.002)  0.53
H (-8.075, 5.405, 10.614)  -0.05
C (1.718, 0.570, -10.917)  -1.52
Cl (2.742, -0.807, -11.353)  0.54
Cl (1.044, 0.380, -9.302)  0.52
Cl (2.626, 2.077, -11.041)  0.52
H (0.899, 0.610, -11.623)  0.01
C (4.760, 10.905, -0.934)  -1.53
Cl (5.917, 9.638, -1.341)  0.58
Cl (4.034, 10.596, 0.644)  0.54
Cl (5.531, 12.494, -0.969)  0.52
H (3.973, 10.894, -1.676)  0.01
C (-6.512, 1.391, 9.965)  -1.57
Cl (-5.070, 0.575, 10.572)  0.53
Cl (-6.115, 2.406, 8.576)  0.51
Cl (-7.761, 0.218, 9.544)  0.52
H (-6.896, 2.028, 10.750)  -0.06
C (-2.997, 10.618, 10.174)  -1.55
Cl (-3.845, 12.166, 10.107)  0.52
Cl (-4.140, 9.278, 10.088)  0.50
Cl (-1.804, 10.504, 8.880)  0.53
H (-2.476, 10.560, 11.120)  0.01

Force components x, y, z for each atom (eV/Å):
-1.1 0.9 0.1
-0.1 -1.2 -0.4
-0.3 0.2 0.2
0.0 -0.1 0.1
0.7 -0.3 -0.7
0.1 1.7 2.9
-0.2 -0.9 -1.3
0.2 0.8 0.5
-0.3 -0.2 -1.0
0.2 0.0 0.2
0.6 1.4 0.4
-1.0 0.1 0.4
0.7 -1.0 0.0
-0.2 -1.2 0.5
0.5 0.6 -0.6
-0.8 0.1 0.2
0.8 0.6 -0.9
0.2 -0.3 -0.7
0.0 -0.4 0.9
0.1 1.0 0.9
0.2 -1.0 0.1
0.0 0.0 -0.8
1.0 0.5 -0.7
-3.4 -0.8 -0.9
0.6 0.5 0.1
2.9 -0.5 0.7
-0.5 1.0 -0.1
0.5 -0.2 0.3
-0.1 -0.2 0.3
-1.3 -0.2 -0.2
0.4 -0.2 0.2
0.3 -0.1 0.1
0.3 -0.2 -0.3
0.1 0.6 0.1
0.1 0.4 0.1
0.1 0.1 -0.2
0.0 -0.2 0.1
-0.1 -0.5 0.0
-0.5 -0.4 0.0
0.1 0.3 0.0
-0.2 -0.1 0.0
0.2 0.0 0.3
0.1 0.1 -0.2
0.3 -0.1 0.0
-0.5 -0.2 0.0
0.1 0.1 -0.2
-0.1 -0.1 0.3
0.1 0.1 0.2
0.1 -0.2 -0.1
0.2 0.0 0.1
0.0 -0.4 -0.5
-0.1 0.1 -0.1
0.0 -0.1 0.1
0.0 0.0 0.0
0.1 0.1 -0.1
0.0 0.1 0.0
0.0 0.0 0.0
-0.2 0.1 0.0
0.0 0.0 0.0
0.0 0.0 0.0
0.1 -0.2 -0.1
-0.8 -0.1 0.0
0.1 -0.1 0.0
-0.1 0.0 0.0
0.0 0.0 0.0
0.0 0.0 0.0
0.0 0.0 0.0
0.0 0.4 0.0
0.1 -0.2 0.3
-0.1 -0.2 0.0
0.0 0.0 0.0
0.0 -0.1 -0.1
0.2 -0.2 -0.1
0.1 0.2 -0.2
0.0 0.0 0.0
-0.4 0.2 0.1
0.0 0.0 0.0
0.0 -0.1 0.0
0.0 0.1 0.0
0.0 0.0 0.0
0.0 0.0 0.0
0.0 0.0 0.0
-0.1 0.1 0.0
0.0 0.0 0.0
0.2 -0.3 0.0
0.0 0.0 0.0
0.0 0.0 0.0
0.1 -0.1 0.1
0.0 0.0 0.0
0.0 0.1 0.0
-0.2 0.1 -0.2
0.0 0.0 0.0
-0.2 0.0 0.1
0.0 0.0 0.0
0.2 0.0 -0.1
0.2 0.2 0.0
0.0 0.0 0.0
-0.1 0.0 0.3
0.1 0.0 0.0
0.0 0.0 -0.1
0.1 -0.3 0.1
0.1 0.0 0.0
0.0 -0.2 -0.2
-0.1 0.0 0.0
-0.1 0.0 0.3
0.0 0.2 0.1
0.0 0.1 0.0
0.1 -0.1 0.1
0.0 0.0 0.0
0.0 0.1 -0.1
0.0 0.0 0.0
0.0 0.0 0.0
0.1 0.0 -0.1
0.1 0.0 0.1
0.0 0.0 0.0
-0.1 0.0 -0.2
0.0 0.0 0.0
0.0 0.0 -0.1
0.0 0.0 0.0
0.0 0.0 0.0
0.0 0.0 0.0
0.0 0.0 0.0
0.0 -0.1 0.0
0.0 0.0 0.0
0.0 0.0 0.0
0.0 0.0 0.0
0.0 0.0 0.0
-0.3 -0.2 -0.1
0.0 0.1 0.0
0.1 0.6 -0.2
0.0 0.0 0.0
0.1 -0.2 0.2
-0.1 0.0 0.0
0.0 0.0 0.0
0.1 0.0 0.0
0.0 0.0 0.0
0.0 0.0 0.0
0.0 0.1 0.2
-0.1 0.1 -0.3
-0.1 0.1 -0.1
0.0 0.0 -0.1
0.0 0.0 0.0
0.0 0.0 0.1
0.0 0.3 -0.3
0.0 0.0 0.0
0.0 0.0 0.0
0.0 0.0 0.0
0.0 -0.1 -0.1
0.0 0.0 0.0
0.0 0.1 0.0
0.0 0.0 0.0
0.0 0.0 0.0
0.0 0.0 -0.1
0.0 0.0 0.0
0.1 0.0 0.2
0.0 0.0 0.0
0.0 0.0 0.0



Calculated lowest unoccupied orbital energy, 0.30; 1.16 eV (same order as the records).